A cluster of 2 separate species, C8H8BrNO3 in total. Source: the OMol25 dataset; level of theory: the ωB97M-V functional and the def2-TZVPD basis.

Largest force on an atom, Eh/bohr: 0.2334
Multiplicity: 3
HOMO-LUMO gap (alpha / beta), eV: 5.66 / 6.88
HOMO level (alpha / beta), eV: -5.32 / -9.22
Energy relative to the best compared isomer or geometry (same formula, charge and spin), eV: 0.986

Structure (XYZ):
```
21
Properties=species:S:1:pos:R:3:forces:R:3:lowdin_charge:R:1
C 1.55432 1.14358 -2.88235 0.0 -3.2 1.2 -0.363
C 0.12936 -0.24737 4.04106 0.6 -1.3 -0.1 -0.042
C 2.43747 -0.10043 -2.54711 -0.5 -0.7 -0.8 -0.012
C 0.13954 0.65127 -2.54276 -1.2 0.6 1.3 -0.190
C 0.75264 -0.34518 -0.62189 5.7 -8.9 5.7 -0.106
C 1.32392 -0.98559 -1.90295 1.3 -1.4 2.4 -0.312
C 0.09124 0.73854 -0.95836 -4.6 7.0 -5.1 -0.684
C 0.41556 0.47595 5.24147 3.5 3.0 -0.2 -0.076
N 0.11345 -1.06276 3.21574 -0.7 1.6 0.0 -0.112
O 1.95113 2.18344 -3.23078 0.5 2.8 -0.9 0.141
O 0.24971 -0.77840 -2.77877 -1.1 1.1 -0.3 -0.040
O -0.07498 -1.65923 2.18493 0.2 -1.0 -0.2 -0.030
Br -0.69950 2.04804 0.07973 0.6 -0.5 -0.4 0.811
H 2.79307 -0.54271 -3.54687 -0.4 0.5 1.5 0.152
H 3.27624 0.11633 -1.87775 -0.1 0.2 -0.3 0.122
H -0.73300 1.10401 -2.99247 0.1 0.0 -0.6 0.153
H 0.74719 -0.82463 0.46302 -0.1 0.7 -2.8 0.125
H 1.53166 -2.09696 -1.65647 -0.2 1.8 -1.0 0.180
H 1.33033 0.17456 5.80771 -1.2 -1.1 0.0 0.094
H -0.45872 0.68503 5.80919 -0.4 0.1 0.7 0.062
H 0.98319 1.49129 4.97728 -2.0 -1.4 0.0 0.128
```
Forces are in eV/Å.